The following is a DFT calculation (the ωB97M-V functional and the def2-TZVPD basis) of a structure of composition C57H126N8O19V2.

Last column: Löwdin spin population.
Cartesian coordinates (Å):
V1 2.579 -3.512 -1.016  2.800
V2 -2.150 3.237 -1.084  2.875
C1 1.204 -0.078 1.283  0.001
C2 1.539 -1.223 0.424  0.003
C3 0.497 -1.574 -0.736  0.007
O1 0.750 -2.499 -1.486  0.015
C4 -0.674 -0.745 -0.833  0.000
C5 -0.905 0.223 0.087  0.006
C6 0.053 0.602 1.184  0.004
O2 -0.188 1.426 2.126  0.010
O3 -1.818 1.064 -0.272  0.028
O4 2.553 -1.901 0.483  0.012
H1 1.868 0.164 2.100  0.000
H2 -1.209 -0.851 -1.765  0.000
C7 -4.542 -1.066 4.033  0.040
C8 -4.676 -1.853 2.712  0.053
C9 -3.736 -3.051 2.826  0.002
C10 -4.184 -4.191 3.723  0.000
C11 -5.653 -4.606 3.442  0.005
C12 -6.624 -3.385 3.334  0.045
N1 -6.048 -2.363 2.434  0.567
O5 -6.868 -1.288 2.212  0.188
C13 -7.878 -3.863 2.514  0.016
C14 -7.025 -3.030 4.857  0.054
C15 -4.016 -0.994 1.575  0.006
H3 -3.936 -0.164 3.963  0.004
H4 -4.129 -1.544 4.922  0.002
H5 -5.567 -0.813 4.305  0.000
H6 -3.514 -3.408 1.820  0.001
H7 -2.770 -2.711 3.199  0.000
H8 -3.996 -4.031 4.784  0.000
H9 -3.584 -5.064 3.468  0.000
H10 -6.006 -5.385 4.117  0.000
H11 -5.510 -5.133 2.498  0.000
H12 -7.623 -4.338 1.567  0.000
H13 -8.435 -4.630 3.051  0.002
H14 -8.678 -3.134 2.376  0.000
H15 -6.255 -2.656 5.532  0.002
H16 -7.676 -2.158 4.797  0.001
H17 -7.606 -3.888 5.195  0.004
H18 -3.027 -0.603 1.813  0.000
H19 -4.683 -0.247 1.146  0.000
H20 -3.831 -1.579 0.674  0.001
H21 -6.572 -1.042 1.333  0.008
C16 -3.094 -3.565 -3.107  0.000
O6 -2.096 -3.816 -4.102  0.000
C17 -1.242 -2.745 -4.540  0.000
C18 -0.513 -3.243 -5.791  0.000
N2 0.565 -2.416 -6.295  0.000
C19 0.222 -0.959 -6.460  0.000
C20 1.333 -0.179 -7.178  0.000
O7 1.820 -0.751 -8.340  0.000
C21 0.951 -0.756 -9.425  0.000
H22 -3.825 -2.835 -3.456  0.000
H23 -2.684 -3.201 -2.166  0.000
H24 -3.679 -4.468 -2.932  0.000
H25 -0.535 -2.580 -3.728  0.000
H26 -1.927 -1.908 -4.671  0.000
H27 -1.215 -3.296 -6.623  0.000
H28 -0.149 -4.238 -5.534  0.000
H29 1.042 -2.735 -7.126  0.000
H30 0.017 -0.442 -5.523  0.000
H31 -0.754 -0.900 -6.940  0.000
H32 2.077 -0.110 -6.385  0.000
H33 1.001 0.850 -7.315  0.000
H34 0.514 0.228 -9.594  0.000
H35 0.178 -1.489 -9.198  0.000
H36 1.512 -1.105 -10.292  0.000
C22 -4.605 -5.448 8.820  0.000
O8 -4.070 -4.160 9.069  0.000
C23 -4.360 -3.217 8.019  0.000
C24 -3.502 -1.924 8.336  0.000
N3 -2.080 -2.153 8.518  0.000
C25 -1.431 -2.783 7.354  0.000
C26 -1.135 -1.797 6.227  0.000
O9 -0.501 -2.416 5.179  0.000
C27 -0.003 -1.613 4.143  0.000
H37 -4.266 -5.976 7.929  0.000
H38 -5.693 -5.384 8.794  0.000
H39 -4.660 -6.122 9.675  0.000
H40 -5.403 -2.905 7.963  0.000
H41 -4.108 -3.648 7.049  0.000
H42 -3.726 -1.498 9.314  0.000
H43 -3.725 -1.168 7.583  0.000
H44 -1.944 -2.822 9.261  0.000
H45 -1.923 -3.695 7.018  0.000
H46 -0.442 -3.042 7.731  0.000
H47 -0.602 -0.988 6.727  0.000
H48 -1.946 -1.185 5.832  0.000
H49 0.387 -0.669 4.523  0.000
H50 -0.827 -1.369 3.472  0.000
H51 0.738 -2.182 3.582  0.000
C28 -1.073 8.366 0.633  0.000
O10 -1.334 7.011 0.724  0.000
C29 -0.261 6.293 1.252  0.000
C30 -0.617 4.842 1.472  0.001
N4 -0.549 3.890 0.301  -0.009
C31 0.523 4.274 -0.671  0.006
C32 0.965 3.163 -1.659  0.002
O11 -0.281 2.800 -2.347  0.026
C33 -0.045 1.874 -3.408  0.004
H52 -0.842 8.750 1.627  0.000
H53 -1.928 8.948 0.290  0.000
H54 -0.225 8.517 -0.036  0.000
H55 0.019 6.800 2.175  0.000
H56 0.596 6.355 0.581  0.000
H57 -1.593 4.657 1.920  0.000
H58 0.057 4.376 2.191  -0.001
H59 -0.286 3.018 0.737  0.002
H60 1.451 4.564 -0.177  0.000
H61 0.176 5.133 -1.245  0.001
H62 1.438 2.332 -1.136  0.000
H63 1.812 3.474 -2.271  0.000
H64 -0.984 1.644 -3.911  0.001
H65 0.554 1.031 -3.065  0.000
H66 0.503 2.460 -4.146  0.000
C34 5.668 11.008 -1.169  0.000
O12 5.026 9.826 -1.685  0.000
C35 6.010 8.943 -2.368  0.000
C36 5.297 7.605 -2.570  0.000
N5 5.368 6.705 -1.439  0.000
C37 4.674 5.459 -1.722  0.000
C38 4.866 4.322 -0.653  0.000
O13 3.809 4.193 0.280  0.000
C39 3.952 3.035 1.077  0.000
H67 4.889 11.730 -0.920  0.000
H68 6.556 11.430 -1.638  0.000
H69 6.066 10.798 -0.176  0.000
H70 6.932 8.834 -1.797  0.000
H71 6.167 9.317 -3.380  0.000
H72 5.737 7.094 -3.426  0.000
H73 4.226 7.633 -2.772  0.000
H74 5.086 7.067 -0.539  0.000
H75 5.084 4.992 -2.617  0.000
H76 3.638 5.733 -1.919  0.000
H77 5.750 4.603 -0.080  0.000
H78 4.943 3.371 -1.181  0.000
H79 3.009 2.699 1.508  0.000
H80 4.606 3.062 1.949  0.000
H81 4.211 2.206 0.418  0.000
C40 0.925 6.920 -3.057  0.000
O14 -0.439 7.024 -2.723  0.000
C41 -1.405 6.269 -3.443  0.001
C42 -2.677 6.266 -2.520  0.005
N6 -2.562 5.494 -1.327  0.012
C43 -3.848 5.583 -0.650  0.008
C44 -3.968 4.810 0.705  0.004
O15 -3.448 3.476 0.610  0.028
C45 -3.791 2.711 1.858  0.001
H82 1.442 7.782 -2.635  0.000
H83 1.039 6.982 -4.139  0.000
H84 1.242 5.918 -2.769  0.000
H85 -1.149 5.235 -3.676  0.001
H86 -1.575 6.843 -4.354  0.000
H87 -3.546 5.890 -3.060  0.001
H88 -2.899 7.319 -2.347  0.000
H89 -2.055 6.188 -0.797  0.001
H90 -4.656 5.272 -1.311  0.001
H91 -4.181 6.579 -0.358  0.001
H92 -5.049 4.811 0.847  0.000
H93 -3.630 5.437 1.530  0.000
H94 -4.824 2.884 2.158  0.000
H95 -3.129 3.065 2.649  0.000
H96 -3.503 1.661 1.809  0.000
C46 3.553 -0.280 -2.198  0.000
O16 3.252 -1.688 -2.388  0.011
C47 2.942 -2.038 -3.785  0.002
C48 2.388 -3.497 -4.010  0.004
N7 2.954 -4.382 -3.017  0.015
C49 2.397 -5.773 -3.340  0.007
C50 0.950 -5.823 -2.866  0.002
O17 0.834 -5.466 -1.540  0.028
C51 -0.431 -5.668 -0.960  0.002
H97 3.801 -0.056 -1.160  0.000
H98 2.632 0.275 -2.377  0.000
H99 4.322 0.038 -2.901  0.000
H100 3.793 -1.893 -4.451  0.000
H101 2.118 -1.409 -4.121  0.000
H102 2.631 -3.842 -5.015  0.000
H103 1.301 -3.459 -3.933  0.000
H104 3.901 -4.283 -3.353  0.002
H105 3.069 -6.489 -2.866  0.000
H106 2.368 -6.066 -4.390  0.001
H107 0.733 -6.889 -2.929  0.000
H108 0.265 -5.210 -3.452  0.000
H109 -1.115 -5.074 -1.566  0.000
H110 -0.461 -5.282 0.059  0.000
H111 -0.722 -6.718 -0.954  0.001
C52 1.411 -4.904 1.943  0.003
O18 2.321 -4.716 0.893  0.024
C53 3.482 -5.467 1.185  0.003
C54 4.408 -5.505 -0.053  0.010
N8 4.692 -4.214 -0.630  0.008
C55 5.492 -3.270 0.198  0.004
C56 6.873 -3.766 0.398  0.000
O19 7.393 -4.437 -0.794  0.000
C57 8.647 -5.126 -0.602  0.000
H112 1.103 -5.930 2.141  0.001
H113 0.537 -4.285 1.742  0.000
H114 1.894 -4.476 2.821  0.000
H115 3.041 -6.457 1.297  0.000
H116 3.941 -5.037 2.075  0.000
H117 3.886 -6.168 -0.744  0.002
H118 5.309 -6.108 0.053  0.001
H119 5.346 -4.390 -1.379  0.001
H120 4.988 -3.103 1.151  0.000
H121 5.564 -2.376 -0.420  0.001
H122 6.830 -4.458 1.239  0.000
H123 7.551 -2.971 0.709  0.000
H124 8.883 -5.465 -1.611  0.000
H125 8.430 -5.946 0.082  0.000
H126 9.407 -4.400 -0.313  0.000

Net charge: +3
E_HOMO (alpha / beta), Ha: -0.4742 / -0.4742
Total energy, eV: -163316.994
Spin multiplicity: 8
LUMO energy (alpha / beta), eV: -6.13 / -9.73


The following is a DFT calculation (the ωB97M-V functional and the def2-TZVPD basis) of a cluster of 8 separate species, C57H128N8O8 in total.

Last column: Löwdin spin population.
Cartesian coordinates (Å):
C1 17.356 -0.626 27.097  0.000
C2 16.587 -0.250 28.419  0.000
C3 17.167 -0.827 29.722  0.000
O1 17.730 -2.113 29.485  0.000
C4 18.079 -2.841 30.665  0.000
N1 16.420 1.201 28.534  0.000
H1 16.812 -0.236 26.237  0.000
H2 17.287 -1.700 26.923  0.000
H3 18.369 -0.237 26.997  0.000
H4 15.568 -0.619 28.300  0.000
H5 16.518 -0.754 30.595  0.000
H6 17.984 -0.183 30.046  0.000
H7 17.276 -2.766 31.398  0.000
H8 18.933 -2.475 31.234  0.000
H9 18.155 -3.924 30.578  0.000
H10 16.672 1.509 27.605  0.000
H11 17.178 1.600 29.069  0.000
C5 11.016 -5.285 31.054  0.000
C6 11.373 -5.792 32.368  0.000
C7 12.207 -4.786 33.206  0.000
O2 13.545 -4.683 32.611  0.000
C8 14.449 -3.884 33.354  0.000
N2 10.191 -6.045 33.097  0.000
H12 10.803 -4.218 31.111  0.000
H13 10.142 -5.786 30.637  0.000
H14 11.718 -5.546 30.262  0.000
H15 12.007 -6.677 32.324  0.000
H16 12.387 -5.035 34.252  0.000
H17 11.735 -3.804 33.215  0.000
H18 14.312 -2.811 33.214  0.000
H19 15.368 -4.125 32.821  0.000
H20 14.432 -4.046 34.432  0.000
H21 9.775 -5.157 33.341  0.000
H22 10.333 -6.535 33.969  0.000
C9 9.557 -4.414 21.681  0.000
C10 9.130 -3.005 21.156  0.000
C11 8.703 -1.993 22.183  0.000
O3 8.388 -0.753 21.506  0.000
C12 7.944 0.259 22.451  0.000
N3 10.222 -2.503 20.324  0.000
H23 9.603 -5.050 20.796  0.000
H24 8.908 -4.848 22.442  0.000
H25 10.536 -4.437 22.160  0.000
H26 8.250 -3.257 20.564  0.000
H27 9.478 -1.939 22.947  0.000
H28 7.809 -2.338 22.703  0.000
H29 7.957 1.220 21.938  0.000
H30 8.494 0.342 23.389  0.000
H31 6.899 0.024 22.652  0.000
H32 9.962 -1.557 20.085  0.000
H33 11.064 -2.428 20.876  0.000
C13 14.276 1.170 32.838  0.000
C14 12.988 1.556 32.100  0.000
C15 12.440 2.903 32.696  0.000
C16 11.585 3.712 31.770  0.000
C17 12.091 3.823 30.348  0.000
C18 12.591 2.535 29.698  0.000
N4 13.356 1.801 30.683  0.000
O4 14.039 0.647 30.069  0.000
C19 11.434 1.712 29.042  0.000
C20 13.433 2.970 28.507  0.000
C21 11.906 0.418 32.277  0.000
H34 14.178 1.145 33.923  0.000
H35 14.997 1.966 32.652  0.000
H36 14.769 0.263 32.487  0.000
H37 11.959 2.778 33.666  0.000
H38 13.270 3.496 33.080  0.000
H39 11.500 4.738 32.129  0.000
H40 10.629 3.189 31.783  0.000
H41 12.926 4.522 30.390  0.000
H42 11.318 4.268 29.722  0.000
H43 10.656 1.380 29.729  0.000
H44 10.917 2.376 28.349  0.000
H45 11.931 0.933 28.464  0.000
H46 14.266 3.656 28.664  0.000
H47 13.887 2.061 28.113  0.000
H48 12.843 3.320 27.659  0.000
H49 10.966 0.963 32.192  0.000
H50 11.994 0.046 33.298  0.000
H51 11.958 -0.412 31.572  0.000
H52 14.653 1.160 29.540  0.000
C22 2.753 -5.374 26.980  0.019
C23 4.286 -5.481 26.965  0.047
C24 4.756 -4.483 28.061  0.000
C25 6.078 -4.766 28.768  0.000
C26 6.167 -6.273 29.164  0.002
C27 5.935 -7.262 27.966  0.046
N5 4.695 -6.891 27.222  0.650
O5 4.275 -7.871 26.387  0.090
C28 7.164 -7.218 27.066  0.043
C29 5.820 -8.641 28.714  0.017
C30 4.895 -5.129 25.591  0.049
H53 2.264 -6.053 26.283  0.000
H54 2.509 -4.332 26.770  0.001
H55 2.312 -5.499 27.970  0.000
H56 4.756 -3.506 27.579  0.000
H57 3.979 -4.367 28.816  0.001
H58 6.134 -4.042 29.581  0.000
H59 6.917 -4.471 28.137  0.000
H60 5.582 -6.419 30.072  0.000
H61 7.212 -6.418 29.437  -0.001
H62 7.485 -6.184 26.942  0.001
H63 7.990 -7.766 27.519  0.004
H64 6.774 -7.626 26.133  0.001
H65 4.977 -8.685 29.403  0.000
H66 5.573 -9.362 27.935  0.000
H67 6.752 -8.917 29.206  0.001
H68 4.409 -5.707 24.804  0.001
H69 5.978 -5.233 25.525  0.000
H70 4.683 -4.071 25.434  0.007
H71 4.784 -7.824 25.574  0.021
C31 17.313 -6.632 25.796  0.000
C32 18.083 -6.112 27.049  0.000
C33 17.160 -5.855 28.290  0.000
C34 16.434 -7.092 28.796  0.000
C35 17.437 -8.112 29.209  0.000
C36 18.621 -8.347 28.106  0.000
N6 19.129 -7.078 27.543  0.000
O6 19.968 -7.301 26.502  0.000
C37 19.818 -8.911 28.935  0.000
C38 18.170 -9.445 27.102  0.000
C39 18.760 -4.852 26.708  0.000
H72 16.793 -7.563 26.021  0.000
H73 17.982 -6.731 24.941  0.000
H74 16.597 -5.888 25.447  0.000
H75 17.823 -5.480 29.069  0.000
H76 16.444 -5.067 28.057  0.000
H77 15.710 -7.579 28.143  0.000
H78 15.744 -6.788 29.583  0.000
H79 16.898 -9.060 29.226  0.000
H80 17.819 -7.824 30.188  0.000
H81 20.181 -8.167 29.644  0.000
H82 19.573 -9.893 29.342  0.000
H83 20.671 -9.173 28.308  0.000
H84 17.119 -9.389 26.820  0.000
H85 18.715 -9.318 26.166  0.000
H86 18.325 -10.475 27.422  0.000
H87 19.356 -4.474 27.539  0.000
H88 18.088 -4.022 26.488  0.000
H89 19.368 -4.997 25.815  0.000
H90 20.771 -6.900 26.842  0.000
C40 11.958 0.464 24.039  0.000
C41 12.666 0.377 22.629  0.000
C42 13.769 1.534 22.527  0.000
C43 14.661 1.353 21.221  0.000
C44 15.352 0.015 21.344  0.000
C45 14.367 -1.172 21.369  0.000
N7 13.370 -0.928 22.470  0.000
O7 12.475 -1.944 22.569  0.000
C46 13.787 -1.383 19.906  0.000
C47 15.223 -2.411 21.678  0.000
C48 11.561 0.674 21.533  0.000
H91 11.407 -0.445 24.280  0.000
H92 11.324 1.349 24.110  0.000
H93 12.802 0.541 24.725  0.000
H94 13.282 2.509 22.489  0.000
H95 14.367 1.622 23.434  0.000
H96 15.254 2.219 20.927  0.000
H97 14.103 1.160 20.304  0.000
H98 15.928 0.052 22.268  0.000
H99 16.104 -0.144 20.571  0.000
H100 12.882 -1.983 20.008  0.000
H101 13.501 -0.473 19.378  0.000
H102 14.450 -1.837 19.170  0.000
H103 16.057 -2.584 20.998  0.000
H104 15.548 -2.468 22.717  0.000
H105 14.665 -3.346 21.610  0.000
H106 11.101 1.651 21.678  0.000
H107 10.710 0.016 21.712  0.000
H108 11.900 0.488 20.514  0.000
H109 12.472 -2.155 23.506  0.000
C49 14.311 -3.683 25.213  0.000
C50 13.286 -3.771 26.320  0.000
C51 13.997 -3.069 27.527  0.000
C52 13.065 -2.760 28.681  0.000
C53 11.737 -2.094 28.262  0.000
C54 10.974 -2.828 27.080  0.000
N8 11.945 -3.085 26.029  0.000
O8 11.430 -3.405 24.795  0.000
C55 10.307 -4.042 27.742  0.000
C56 9.733 -1.995 26.590  0.000
C57 12.909 -5.322 26.510  0.000
H110 14.250 -2.654 24.858  0.000
H111 14.097 -4.289 24.333  0.000
H112 15.335 -3.807 25.563  0.000
H113 14.838 -3.624 27.942  0.000
H114 14.522 -2.158 27.242  0.000
H115 13.558 -2.130 29.421  0.000
H116 12.903 -3.724 29.163  0.000
H117 11.905 -1.078 27.902  0.000
H118 10.977 -1.928 29.025  0.000
H119 10.114 -4.693 26.889  0.000
H120 10.871 -4.581 28.502  0.000
H121 9.292 -3.873 28.104  0.000
H122 9.003 -1.727 27.353  0.000
H123 10.053 -1.025 26.208  0.000
H124 9.186 -2.571 25.843  0.000
H125 13.777 -5.945 26.295  0.000
H126 12.186 -5.723 25.801  0.000
H127 12.509 -5.522 27.504  0.000
H128 11.237 -4.337 24.916  0.000

Net charge: +1
E_HOMO (alpha / beta), Ha: -0.3361 / -0.3361
Total energy, eV: -89467.558
Spin multiplicity: 2
LUMO energy (alpha / beta), eV: -2.58 / -6.60


no.,largest force on an atom (Eh/bohr)
1,0.1050
2,0.0798